[1]
ORCA calculation (the ωB97M-V functional and the def2-TZVPD basis) on the molecule C3H6N2O at a distorted geometry.

lowest unoccupied orbital energy	1.0	eV
calculated total energy	-302.52916	Eh
gap between HOMO and LUMO	10.48	eV
relative energy (zero: lowest compared OMol25 entry of this formula, charge and spin)	102.9	kcal/mol
SMILES string	ON=C1CNC1
total charge	0

Each line ends with the Mulliken charge.
CARTESIAN COORDINATES (ANGSTROEM)
O (-1.768441, 1.219396, 1.178966)  -0.373
N (-0.989891, 0.073388, 1.292203)  -0.538
C (-0.453194, -0.283542, 0.202005)  0.675
C (0.748826, -1.147455, 0.125826)  -0.471
N (1.406602, 0.069891, -0.440795)  -0.588
C (-0.033199, 0.453118, -1.029423)  -0.441
H (-2.041334, 1.360844, 2.096011)  0.370
H (0.604558, -1.923911, -0.643424)  0.259
H (1.098184, -1.580741, 1.065361)  0.316
H (2.168881, -0.217153, -1.074555)  0.251
H (-0.163835, -0.083461, -1.976603)  0.248
H (-0.557545, 1.428985, -1.127271)  0.294

Forces on the atoms, in the same order (eV/Å):
O -0.2 0.2 0.1
N -0.1 -0.6 -0.4
C -0.4 -0.1 0.4
C -0.2 -0.3 0.3
N -0.4 0.1 -0.5
C 0.3 -0.1 0.1
H 0.0 0.0 -0.3
H 0.1 0.0 0.2
H 0.3 0.3 -0.2
H -0.8 0.6 -0.3
H -0.2 -0.2 0.3
H 1.6 0.0 0.2


[2]
ORCA calculation (the ωB97M-V functional and the def2-TZVPD basis) on a cluster of 2 separate species, C3H6N2O in total at a distorted geometry.

lowest unoccupied orbital energy	-0.2	eV
calculated total energy	-302.55434	Eh
gap between HOMO and LUMO	8.88	eV
relative energy (zero: lowest compared OMol25 entry of this formula, charge and spin)	87.1	kcal/mol
total charge	0

Each line ends with the Mulliken charge.
CARTESIAN COORDINATES (ANGSTROEM)
N (1.239187, -0.886596, 0.028598)  -0.639
C (0.619382, -0.554142, -1.268616)  -0.837
C (-1.418168, 0.530449, 0.796614)  -0.253
O (-0.424545, 0.431305, 1.617002)  -0.349
C (-2.221749, 1.709658, 1.114169)  0.294
N (-2.894549, 2.656696, 1.082476)  -0.333
H (1.455434, -1.878753, 0.066187)  0.236
H (2.126295, -0.396596, 0.118968)  0.250
H (0.561151, 0.533106, -1.364582)  0.323
H (1.169974, -0.950827, -2.131186)  0.317
H (-0.407802, -0.921976, -1.274770)  0.350
H (0.195392, -0.272325, 1.215140)  0.640

Forces on the atoms, in the same order (eV/Å):
N 0.2 -0.1 0.0
C -0.1 0.1 -0.2
C 0.2 0.2 0.3
O -0.2 0.0 -0.3
C -0.6 0.8 0.0
N 0.6 -0.9 0.1
H -0.1 0.1 0.1
H -0.1 -0.1 0.0
H 0.0 -0.2 0.0
H -0.1 0.0 0.2
H 0.2 0.0 -0.1
H 0.1 0.1 0.0


Which value of lowest unoccupied orbital energy does entry 2 give? -0.2 eV